# 1
This record from OMol25 describes a cluster of 2 separate species, C5H12N2O2 in total. The level of theory is wB97M-V/def2-TZVPD.

The value obtained for the gap between HOMO and LUMO is 9.03 eV. As for the LUMO energy: 0.3273 eV. For the relative energy (zero: lowest compared OMol25 entry of this formula, charge and spin), the calculation gives 6.125 eV. Its electronic energy is -12449.85778 eV. Its HOMO energy is -0.3198 Ha.

```
! RIJCOSX wB97M-V def2-TZVPD def2/J DEFGRID3
* xyz 0 1
C -2.2962 -0.3236 0.0578
C 0.7678 -1.7498 0.4609
C 1.6069 0.5402 0.4654
C 0.3063 -0.2636 -1.4532
C -0.8574 0.2079 0.5163
N -0.5064 2.2254 -0.0249
N 0.4030 -0.2896 0.0455
O -2.2151 -1.5412 0.2029
O -3.2014 0.4372 -0.1426
H -0.2523 -2.1989 0.6803
H 1.2991 -2.0359 -0.3842
H 1.4532 -1.6965 1.3851
H 1.4196 0.5396 1.5050
H 2.5791 0.1308 0.2198
H 1.2834 1.4368 0.0682
H 0.2291 0.6898 -1.7843
H 1.1190 -0.7315 -1.8819
H -0.6636 -0.9130 -1.8250
H -0.8354 0.4380 1.5358
H -0.2729 2.6096 0.8404
H -1.3657 2.4882 -0.4873
*
```

Löwdin population analysis, charges in e, atoms 1 to 8: C -0.7530; C 0.0534; C 0.0097; C 0.0015; C 0.0144; N 0.0494; N -0.3475; O -0.0118

# 2
This record from OMol25 describes a structure of composition C18H19BN6Sn. The level of theory is wB97M-V/def2-TZVPD.

The value obtained for the gap between HOMO and LUMO is 7.36 eV. As for the LUMO energy: 0.6061 eV. For the relative energy (zero: lowest compared OMol25 entry of this formula, charge and spin), the calculation gives 0.000 eV. Its electronic energy is -34421.58326 eV. Its HOMO energy is -0.2480 Ha.

```
! RIJCOSX wB97M-V def2-TZVPD def2/J DEFGRID3
* xyz 0 1
H -2.2262 -1.2973 -1.8337
N -0.2871 -0.4039 -2.1190
B 1.8048 0.6357 -3.2235
N 0.4091 -0.0505 -3.2371
C -0.2863 -0.4213 -4.3191
Sn 0.6929 -0.2208 -0.1568
H 0.1155 -0.2475 -5.2951
C -1.4699 -0.9945 -3.9022
H -2.2318 -1.3914 -4.5277
C -1.4554 -0.9555 -2.5113
H 2.1382 0.9811 -4.3312
C 1.6215 -0.8974 3.2667
H 1.2157 -1.1470 4.2495
H 1.6625 0.1915 3.1729
H 2.6285 -1.3137 3.2021
N 2.7953 -0.4177 -2.6560
N 1.7535 1.8323 -2.2331
N 2.6371 -0.9977 -1.4283
N 1.1737 1.7936 -0.9956
C 3.8941 -0.8989 -3.2723
C 2.2788 3.0492 -2.4399
H 4.1796 -0.5493 -4.2466
H 2.7971 3.2555 -3.3535
C 4.4786 -1.8379 -2.4160
C 2.0092 3.8352 -1.3307
C 3.6659 -1.8629 -1.2704
C 1.3077 3.0202 -0.4415
H 5.3503 -2.4130 -2.6154
H 2.2889 4.8526 -1.1980
H 3.8303 -2.4806 -0.3978
H 0.9215 3.2892 0.5325
H 0.9717 -1.3005 2.4806
C -1.1204 -0.0583 1.1866
C -2.0383 -0.1525 2.0306
C -3.0775 -0.2804 3.0312
C -3.6138 -1.5360 3.4192
C -4.6851 -1.6344 4.3203
C -5.2295 -0.4828 4.9061
C -4.6690 0.7634 4.5940
C -3.6113 0.8573 3.6768
H -3.1883 -2.4432 2.9963
H -5.1051 -2.6118 4.5720
H -6.0722 -0.5548 5.6033
H -5.0652 1.6654 5.0669
H -3.1893 1.8314 3.4446
*
```

Löwdin population analysis, charges in e, atoms 1 to 8: H 0.1209; N -0.1032; B -0.5052; N -0.0163; C -0.0574; Sn 1.1525; H 0.1227; C -0.0512

# 3
This record from OMol25 describes a cluster of 2 separate species, C2H7OS in total. The level of theory is wB97M-V/def2-TZVPD.

The value obtained for the gap between HOMO and LUMO is 4.99 eV. As for the LUMO energy: 4.0845 eV. For the relative energy (zero: lowest compared OMol25 entry of this formula, charge and spin), the calculation gives 3.194 eV. Its electronic energy is -15068.21224 eV. Its HOMO energy is -0.0334 Ha.

```
! RIJCOSX wB97M-V def2-TZVPD def2/J DEFGRID3
* xyz -1 1
O -1.5054 -2.0140 0.9537
H -0.6806 -1.3940 0.9136
C -1.1579 0.6360 -0.2145
S 0.4707 0.0775 -0.5401
C 1.8544 1.3240 -0.0434
H -1.5147 0.9321 0.7897
H -1.8713 0.2699 -0.9467
H -1.8502 -1.4573 1.6608
H 1.5191 1.7823 0.8228
H 1.9065 2.1228 -0.7661
H 2.8242 0.8564 0.0849
*
```

Löwdin population analysis, charges in e, atoms 1 to 8: O -0.1845; H -0.0282; C -0.6583; S 0.5140; C -0.4215; H -0.0799; H -0.0879; H -0.0034

# 4
This record from OMol25 describes a cluster of 2 separate species, C3H9NOS in total. The level of theory is wB97M-V/def2-TZVPD.

The value obtained for the gap between HOMO and LUMO is 9.42 eV. As for the LUMO energy: 0.8076 eV. For the relative energy (zero: lowest compared OMol25 entry of this formula, charge and spin), the calculation gives 0.265 eV. Its electronic energy is -17629.93941 eV. Its HOMO energy is -0.3163 Ha.

```
! RIJCOSX wB97M-V def2-TZVPD def2/J DEFGRID3
* xyz 0 1
S -1.0767 -1.5185 1.2748
C -1.4184 -1.7514 -0.4775
C 0.6991 -1.8125 1.2311
H -2.4996 -1.6032 -0.6375
H -1.1499 -2.7685 -0.8093
H -0.8680 -1.0228 -1.0963
H 0.9311 -2.8285 0.8699
H 1.2130 -1.0828 0.5829
H 1.0884 -1.7066 2.2577
O 1.3644 1.7079 -1.6169
C 0.9317 2.6935 -1.0472
N 0.0747 2.6652 0.0069
H 1.2057 3.7345 -1.3454
H -0.2441 1.7617 0.3655
H -0.2516 3.5320 0.4413
*
```

Löwdin population analysis, charges in e, atoms 1 to 8: S 0.6952; C -0.4503; C -0.4503; H 0.0325; H 0.0387; H 0.0344; H 0.0387; H 0.0343

# 5
This record from OMol25 describes a cluster of 4 separate species, C4H16O4 in total. The level of theory is wB97M-V/def2-TZVPD.

The value obtained for the gap between HOMO and LUMO is 10.72 eV. As for the LUMO energy: 0.7351 eV. For the relative energy (zero: lowest compared OMol25 entry of this formula, charge and spin), the calculation gives 2.513 eV. Its electronic energy is -12595.32377 eV. Its HOMO energy is -0.3671 Ha.

```
! RIJCOSX wB97M-V def2-TZVPD def2/J DEFGRID3
* xyz 0 1
C -0.3887 -2.5993 -2.7529
O 0.9321 -2.8094 -3.1787
H -0.8773 -1.7664 -3.2598
H -1.0225 -3.4915 -2.8053
H -0.3893 -2.3400 -1.6939
H 0.9708 -2.8270 -4.1362
C 1.0206 3.0112 -0.3155
O 0.1466 3.3602 -1.4199
H 1.4399 2.0255 -0.5318
H 1.8342 3.7420 -0.2951
H 0.4559 3.0244 0.6091
H 0.7130 3.4255 -2.1937
C 0.2387 -0.6875 3.8974
O -0.6766 -1.6328 3.3353
H -0.1379 0.3294 4.0524
H 0.5580 -1.0188 4.8903
H 1.0618 -0.6469 3.1888
H -1.5124 -1.5076 3.7994
C -0.7268 0.2110 0.1100
O -0.8940 0.4707 -1.2758
H 0.2962 0.2674 0.5049
H -1.3643 0.8956 0.6656
H -0.9343 -0.8504 0.2378
H -0.7436 1.4145 -1.4323
*
```

Löwdin population analysis, charges in e, atoms 1 to 8: C -0.1798; O -0.1108; H 0.0760; H 0.0748; H 0.0629; H 0.0717; C -0.1306; O -0.1388

# 6
This record from OMol25 describes a structure of composition C26H26F5N3ReS. The level of theory is wB97M-V/def2-TZVPD.

The value obtained for the gap between HOMO and LUMO (spin up / spin down) is 6.13 / 5.99 eV. As for the LUMO energy (spin up / spin down): -8.3203 / -8.4974 eV. For the relative energy (zero: lowest compared OMol25 entry of this formula, charge and spin), the calculation gives 0.000 eV. Its electronic energy is -58390.34976 eV. Its HOMO energy (spin up / spin down) is -0.5312 / -0.5325 Ha.

```
! RIJCOSX wB97M-V def2-TZVPD def2/J DEFGRID3
* xyz 2 2
Re -0.0915 -0.3903 -0.1527
C -2.5238 0.4650 -1.0490
C -2.6448 1.1104 0.3318
C -3.0980 0.1245 1.3793
C -4.4489 0.0135 1.6879
C -4.8710 -0.9056 2.6291
C -3.9444 -1.7239 3.2559
C -2.5844 -1.6538 2.9706
C -1.6737 -2.6898 3.6165
C -1.6687 -4.0044 2.8333
C -2.1947 -0.7061 2.0361
N -0.7787 -0.5602 1.6773
C 0.1679 -0.3901 2.6596
C 1.4629 -0.3401 2.2681
C 2.7382 -0.2693 2.8887
C 3.6614 -0.3122 1.8828
C 2.9523 -0.4012 0.6567
N 1.6383 -0.4171 0.8818
H -2.2323 1.1737 -1.8249
H -3.4623 -0.0106 -1.3353
H -1.8299 -0.4226 -1.1427
H -3.3625 1.9281 0.2666
H -1.7004 1.5924 0.6272
H -5.1664 0.6641 1.2003
H -5.9217 -0.9872 2.8764
H -4.2781 -2.4490 3.9905
H -2.0334 -2.8655 4.6304
H -0.6450 -2.3505 3.7144
H -2.6821 -4.3844 2.6964
H -1.0899 -4.7622 3.3621
H -1.2237 -3.8680 1.8452
H -0.1472 -0.2833 3.6901
H 2.9288 -0.2026 3.9495
H 4.7356 -0.2937 1.9862
H 3.3515 -0.4540 -0.3473
F -4.0153 -3.8798 -4.6379
C -3.0911 -3.5368 -3.7707
C -2.0719 -2.6829 -4.1588
F -2.0298 -2.2180 -5.3972
C -1.1088 -2.3244 -3.2456
F -0.1311 -1.5085 -3.6594
C -1.1338 -2.7917 -1.9344
S 0.1603 -2.4406 -0.7823
C -2.1624 -3.6593 -1.5773
F -2.2215 -4.1455 -0.3446
C -3.1409 -4.0266 -2.4771
F -4.1180 -4.8342 -2.1135
C 2.0189 3.4367 -3.3187
C 1.6261 2.0184 -3.7900
C 2.8555 1.2498 -4.3115
C 0.5072 2.0686 -4.8446
C 1.1087 1.2922 -2.6103
N 0.6794 0.6945 -1.7254
H 2.4029 3.9710 -4.1882
H 2.8006 3.4072 -2.5590
H 1.1595 3.9846 -2.9306
H 3.2210 1.7817 -5.1899
H 2.5975 0.2315 -4.6060
H 3.6556 1.2191 -3.5706
H 0.9027 2.5972 -5.7119
H -0.3662 2.6114 -4.4802
H 0.2040 1.0679 -5.1563
*
```

Löwdin population analysis, charges in e, atoms 1 to 8: Re 1.2285; C -0.0902; C -0.1956; C -0.1860; C -0.0142; C -0.0280; C -0.0052; C -0.1579

# 7
This record from OMol25 describes a structure of composition C58H68Ge2N2P2PdSi3. The level of theory is wB97M-V/def2-TZVPD.

The value obtained for the gap between HOMO and LUMO (spin up / spin down) is 6.45 / 6.31 eV. As for the LUMO energy (spin up / spin down): 2.1030 / 1.8793 eV. For the relative energy (zero: lowest compared OMol25 entry of this formula, charge and spin), the calculation gives 0.000 eV. Its electronic energy is -222958.11614 eV. Its HOMO energy (spin up / spin down) is -0.1597 / -0.1629 Ha.

```
! RIJCOSX wB97M-V def2-TZVPD def2/J DEFGRID3
* xyz -1 2
Pd -0.4213 -0.2046 -0.4262
C 2.2996 -3.6294 -0.1998
Si 0.7671 -3.5414 0.8867
C 1.2358 -4.3359 2.5396
C -0.5493 -4.6336 0.1143
N 0.2339 -1.9177 1.0667
P 0.0444 -0.8679 2.2477
C -0.7020 0.5034 1.5733
P -0.1115 2.0540 1.2129
N 0.2981 2.1141 -0.3342
Si 0.0231 3.4141 -1.4390
C 1.0883 3.1913 -2.9788
C -1.7948 3.5367 -1.9639
C 0.5148 5.1066 -0.7317
C 1.2457 2.5814 2.3128
C 1.0234 2.7541 3.6788
C 2.0373 3.2039 4.5048
C 3.2957 3.4741 3.9785
C 3.5312 3.2901 2.6250
C 2.5058 2.8500 1.7956
C -1.3706 3.3215 1.6415
C -1.0557 4.5713 2.1756
C -2.0499 5.5018 2.4405
C -3.3778 5.2031 2.1639
C -3.7032 3.9663 1.6269
C -2.7068 3.0340 1.3772
C 1.6727 -0.6157 3.0401
C 2.7873 -0.8086 2.2247
C 4.0707 -0.6497 2.7224
C 4.2545 -0.2947 4.0516
C 3.1520 -0.0897 4.8695
C 1.8683 -0.2445 4.3665
C -0.9871 -1.4650 3.6375
C -0.5413 -2.3814 4.5873
C -1.3940 -2.8428 5.5795
C -2.7073 -2.3939 5.6356
C -3.1568 -1.4687 4.7048
C -2.2977 -1.0040 3.7189
H 2.2403 -4.4413 -0.9292
H 3.2034 -3.7718 0.4009
H 2.4173 -2.7066 -0.7680
H 1.7596 -5.2728 2.3163
H 0.3718 -4.5775 3.1598
H 1.9236 -3.7120 3.1177
H -0.1522 -5.6282 -0.1086
H -0.9024 -4.2022 -0.8253
H -1.4030 -4.7466 0.7893
H 1.4472 2.1661 -3.0649
H 1.9582 3.8524 -2.9420
H 0.5304 3.4101 -3.8936
H -2.3771 2.7450 -1.4893
H -1.9106 3.4393 -3.0465
H -2.2336 4.4882 -1.6511
H 1.3937 5.0400 -0.0833
H -0.2864 5.5883 -0.1726
H 0.7758 5.7610 -1.5710
H 0.0422 2.5454 4.0925
H 1.8508 3.3374 5.5641
H 4.0914 3.8228 4.6258
H 4.5098 3.4919 2.2065
H 2.6706 2.7216 0.7332
H -0.0273 4.8392 2.3747
H -1.7820 6.4653 2.8580
H -4.1556 5.9298 2.3682
H -4.7340 3.7143 1.4057
H -2.9698 2.0604 0.9886
H 2.6329 -1.0925 1.1888
H 4.9223 -0.8039 2.0702
H 5.2552 -0.1703 4.4481
H 3.2904 0.2015 5.9043
H 1.0165 -0.0771 5.0146
H 0.4783 -2.7400 4.5625
H -1.0296 -3.5542 6.3114
H -3.3739 -2.7563 6.4093
H -4.1751 -1.0998 4.7491
H -2.6151 -0.2495 3.0093
C 4.4009 -0.2923 -4.2952
Ge 3.4771 -0.2230 -2.5325
C 3.9436 1.5876 -1.8942
C 4.5862 -1.4043 -1.3878
Ge 1.0404 -0.7774 -2.5552
C 1.0337 -2.6315 -3.3013
C 2.1638 -3.2928 -3.7803
C 2.0872 -4.5716 -4.3176
C 0.8643 -5.2262 -4.3877
C -0.2730 -4.5887 -3.9129
C -0.1833 -3.3111 -3.3773
C 0.3390 0.1648 -4.1650
C 0.9813 0.1872 -5.4030
C 0.4137 0.8225 -6.4983
C -0.8179 1.4560 -6.3807
C -1.4705 1.4502 -5.1575
C -0.8896 0.8130 -4.0672
H 5.4701 -0.1738 -4.0923
H 4.0888 0.5398 -4.9289
H 4.2593 -1.2224 -4.8472
H 4.9843 1.5848 -1.5597
H 3.3012 1.9015 -1.0698
H 3.8416 2.3170 -2.6969
H 5.5987 -0.9905 -1.3706
H 4.6326 -2.4220 -1.7788
H 4.2233 -1.4583 -0.3606
H 3.1396 -2.8217 -3.7223
H 2.9872 -5.0591 -4.6769
H 0.8009 -6.2249 -4.8037
H -1.2385 -5.0831 -3.9502
H -1.0843 -2.8336 -3.0059
H 1.9346 -0.3146 -5.5293
H 0.9349 0.8212 -7.4496
H -1.2604 1.9531 -7.2360
H -2.4264 1.9506 -5.0426
H -1.3794 0.8466 -3.0976
C -6.2653 1.8150 -0.0441
C -5.9427 0.9708 1.0094
C -4.8160 0.1642 0.9309
C -3.9837 0.1778 -0.1926
C -4.3348 1.0280 -1.2409
C -5.4551 1.8430 -1.1709
Si -2.5387 -1.0467 -0.2723
C -3.0677 -2.2007 -1.6887
C -3.3590 -3.5335 -1.3928
C -3.7895 -4.4216 -2.3701
C -3.9498 -3.9882 -3.6771
C -3.6878 -2.6601 -3.9926
C -3.2582 -1.7844 -3.0087
H -7.1425 2.4486 0.0127
H -6.5684 0.9401 1.8940
H -4.5812 -0.4977 1.7579
H -3.7191 1.0716 -2.1327
H -5.6938 2.5026 -1.9968
H -2.6690 -1.8895 0.9464
H -3.2393 -3.8901 -0.3756
H -3.9931 -5.4533 -2.1080
H -4.2741 -4.6773 -4.4477
H -3.8022 -2.3106 -5.0117
H -3.0396 -0.7627 -3.2954
*
```

Löwdin population analysis, charges in e, atoms 1 to 8: Pd 0.4935; C -0.1751; Si 0.3293; C -0.1823; C -0.1722; N -0.3046; P 0.6411; C -0.5031